# 1
# C38H39Cl2N2O2S2SbV

A structure of composition C38H39Cl2N2O2S2SbV (ωB97M-V with the def2-TZVPD basis set, the OMol25 dataset).

Structure (XYZ):
```
87
Properties=species:S:1:pos:R:3:forces:R:3:mulliken_charge:R:1
V -1.022 -0.327 0.333 0.019 0.066 0.534 0.155
C -3.016 2.156 1.487 -0.014 0.049 -0.076 -1.193
C -1.631 2.309 2.099 0.115 -0.030 0.021 -0.789
N -0.574 1.887 1.156 0.113 0.039 -0.080 0.410
C -0.167 2.971 0.240 -0.082 -0.012 0.056 -0.358
C -1.148 3.342 -0.878 0.124 -0.077 0.060 -1.064
S -1.825 1.968 -1.865 -0.134 0.321 -0.001 0.231
C -3.597 2.030 -1.495 0.029 -0.007 0.060 -0.988
C -4.082 1.080 -0.395 -0.028 -0.019 -0.121 -0.901
N -3.137 0.931 0.697 0.096 0.217 -0.108 -0.120
H -3.208 3.004 0.832 -0.041 0.034 0.016 0.608
H -3.768 2.209 2.283 0.016 -0.054 0.008 0.494
H -1.527 1.702 2.993 -0.043 0.038 -0.010 0.025
H -1.477 3.353 2.400 -0.004 -0.003 -0.024 0.600
H 0.243 1.680 1.726 -0.008 -0.049 -0.017 0.120
H 0.779 2.688 -0.211 0.045 -0.042 0.003 -0.244
H 0.023 3.881 0.825 0.007 0.041 -0.076 0.437
H -0.597 3.979 -1.572 -0.005 0.026 0.014 0.632
H -1.976 3.932 -0.491 -0.042 -0.007 -0.058 0.643
H -4.090 1.775 -2.432 -0.062 0.028 0.003 0.498
H -3.846 3.070 -1.280 0.011 -0.001 -0.030 0.442
H -4.245 0.092 -0.819 0.011 -0.025 0.002 0.465
H -5.053 1.451 -0.037 -0.020 -0.010 -0.024 0.369
H -3.469 0.183 1.313 -0.004 -0.004 -0.053 0.332
Cl -0.873 -0.380 8.942 0.009 0.002 0.006 -0.218
C -1.280 -0.447 7.254 0.029 0.000 0.002 0.422
C -0.263 -0.491 6.313 -0.025 -0.003 0.010 -1.044
C -0.597 -0.542 4.969 -0.062 -0.007 -0.023 0.372
C -1.930 -0.549 4.572 -0.108 -0.008 -0.034 0.451
C -2.934 -0.517 5.534 0.049 0.027 -0.001 -0.568
C -2.614 -0.461 6.880 -0.057 -0.008 -0.015 -0.796
C -2.314 -0.597 3.114 0.601 -0.355 0.004 0.272
O -3.490 -0.708 2.788 -0.209 -0.080 0.238 -0.918
O -1.305 -0.527 2.307 -0.589 0.142 0.099 0.508
H 0.769 -0.491 6.636 0.005 -0.003 -0.011 0.426
H 0.173 -0.592 4.211 0.045 0.013 0.008 0.283
H -3.965 -0.536 5.206 0.001 -0.004 0.010 0.491
H -3.385 -0.433 7.636 0.006 -0.001 0.003 0.428
Cl 1.205 -3.700 -1.366 -0.057 -0.002 0.074 -0.201
C 0.317 -4.099 0.093 -0.020 -0.061 -0.105 0.979
C -0.130 -5.404 0.224 0.037 -0.027 -0.077 -0.699
C -0.835 -5.779 1.353 -0.030 0.078 0.109 -0.421
C -1.071 -4.834 2.345 0.016 -0.080 -0.082 -1.020
C -0.615 -3.538 2.192 0.024 -0.028 0.032 -0.188
C 0.082 -3.118 1.053 -0.033 0.183 0.031 -0.342
C 0.542 -1.711 0.883 0.204 0.031 0.028 -0.495
H 0.082 -6.118 -0.562 0.002 0.009 0.001 0.426
H -1.187 -6.797 1.459 -0.003 -0.002 -0.003 0.366
H -1.612 -5.109 3.241 -0.001 -0.002 0.006 0.403
H -0.797 -2.817 2.975 0.006 0.025 0.027 0.515
H 1.427 -1.710 0.252 -0.022 -0.081 0.041 0.259
H 0.854 -1.318 1.855 -0.012 0.071 0.003 0.049
S -2.082 -1.513 -0.909 -0.108 -0.338 -0.154 -0.591
Sb 0.935 0.149 -1.662 0.460 0.011 -0.439 1.158
C 0.900 -0.869 -3.532 -0.146 -0.028 0.050 0.964
C 1.853 -0.554 -4.501 -0.016 0.019 0.046 -0.594
C 1.840 -1.198 -5.728 0.023 0.008 -0.026 -0.837
C 0.867 -2.150 -6.003 0.008 -0.005 -0.031 -0.615
C -0.088 -2.458 -5.048 -0.012 -0.003 0.029 -0.672
C -0.071 -1.821 -3.813 0.040 -0.019 -0.081 -0.698
C 2.937 -0.282 -1.047 -0.067 -0.110 0.019 0.784
C 3.374 0.247 0.165 0.020 0.029 0.004 -0.303
C 4.657 -0.001 0.631 -0.042 0.027 0.012 -0.862
C 5.512 -0.803 -0.110 0.045 -0.033 -0.025 -0.594
C 5.081 -1.351 -1.309 0.021 0.004 0.014 -0.732
C 3.799 -1.093 -1.777 -0.005 0.030 0.043 -0.745
C 1.496 2.014 -2.604 -0.160 0.010 0.026 0.692
C 0.801 2.458 -3.729 0.048 0.025 0.011 -0.336
C 1.134 3.662 -4.335 -0.006 0.004 -0.020 -0.764
C 2.167 4.437 -3.826 0.016 0.022 -0.006 -0.608
C 2.875 3.998 -2.718 0.013 -0.017 0.012 -0.779
C 2.542 2.791 -2.114 -0.036 0.032 0.003 -0.409
H 2.603 0.203 -4.303 0.010 -0.010 -0.016 0.561
H 2.586 -0.952 -6.473 0.000 0.001 0.003 0.414
H 0.856 -2.650 -6.963 0.001 0.002 0.002 0.390
H -0.847 -3.201 -5.259 -0.005 0.003 0.011 0.437
H -0.811 -2.079 -3.068 -0.016 -0.006 0.001 0.094
H 2.701 0.854 0.767 0.008 -0.006 0.019 0.362
H 4.985 0.417 1.575 -0.014 0.006 0.001 0.443
H 6.510 -1.009 0.254 -0.001 0.000 -0.005 0.379
H 5.743 -1.991 -1.879 -0.006 0.001 -0.006 0.418
H 3.473 -1.542 -2.706 -0.001 -0.012 0.003 0.430
H 0.000 1.861 -4.146 0.005 0.001 -0.001 0.415
H 0.588 3.992 -5.210 -0.007 -0.008 0.004 0.426
H 2.428 5.375 -4.299 -0.009 -0.002 -0.005 0.384
H 3.694 4.589 -2.328 0.001 -0.008 0.010 0.417
H 3.117 2.451 -1.261 0.035 0.017 0.011 0.432
```
Positions in Å, forces in eV/Å.

Summary:
2S+1   2
Total energy   -126055.76063 eV
HOMO-LUMO gap (spin up / spin down)   7.5 / 7.7 eV
Max |F|   0.70 eV Å⁻¹


# 2
# C38H39CoN3O3PS3

A structure of composition C38H39CoN3O3PS3 (ωB97M-V with the def2-TZVPD basis set, the OMol25 dataset).

Structure (XYZ):
```
88
Properties=species:S:1:pos:R:3:forces:R:3:mulliken_charge:R:1
Co 0.580 -0.372 0.203 -0.102 -0.157 0.671 -0.351
C 1.165 -0.456 5.488 -0.221 0.015 0.096 -0.841
N 2.226 -0.264 4.521 0.090 0.022 -0.408 0.284
C 3.538 0.056 4.790 0.197 -0.003 0.004 -0.936
C 4.180 0.150 3.618 0.091 0.056 0.096 -0.474
N 3.257 -0.120 2.601 -0.264 -0.021 0.384 0.742
C 2.033 -0.347 3.182 -0.052 -0.010 0.084 0.056
S 0.520 -0.677 2.531 -0.125 -0.094 0.133 -0.483
C 3.656 -0.227 1.247 0.056 -0.047 -0.536 0.284
C 4.985 -0.566 0.998 -0.002 -0.041 0.189 -1.009
C 5.470 -0.514 -0.293 -0.220 0.111 -0.093 -0.669
C 4.608 -0.104 -1.299 0.237 -0.064 0.039 -1.153
C 3.292 0.138 -0.973 -0.094 0.071 -0.078 -0.352
N 2.789 0.045 0.267 0.389 -0.001 0.208 0.886
H 1.589 -0.427 6.488 0.037 0.010 -0.020 0.343
H 0.677 -1.414 5.317 0.056 -0.015 0.027 0.324
H 0.414 0.326 5.377 0.037 0.013 0.025 0.315
H 3.907 0.193 5.790 -0.044 0.036 0.014 0.460
H 5.191 0.443 3.415 0.011 -0.033 -0.022 0.620
H 5.630 -0.874 1.807 -0.010 -0.014 0.007 0.637
H 6.499 -0.770 -0.503 0.016 -0.002 0.009 0.471
H 4.948 0.014 -2.318 -0.051 -0.017 -0.022 0.502
H 2.593 0.450 -1.739 -0.036 -0.089 0.015 0.509
O 0.640 -1.288 -1.661 -0.063 -0.049 -0.115 -0.761
C 0.335 -0.099 -1.673 0.085 0.263 -0.160 0.232
C 0.009 1.044 -2.368 -0.039 0.223 -0.133 0.444
C 0.001 1.159 -3.791 0.000 -0.165 -0.026 -1.103
C -0.129 2.401 -4.359 -0.053 0.004 0.056 -0.634
C -0.266 3.553 -3.571 -0.044 0.149 -0.044 -0.895
C -0.305 3.451 -2.182 0.015 -0.158 -0.024 -0.361
C -0.197 2.217 -1.575 0.045 -0.070 0.016 0.213
P -0.243 1.802 0.190 -0.292 0.716 -0.698 2.589
C 0.430 3.321 0.943 0.133 -0.281 0.103 0.647
C 1.780 3.367 1.280 -0.101 -0.050 -0.018 -0.250
C 2.348 4.550 1.727 0.102 -0.018 0.047 -0.701
C 1.572 5.695 1.834 -0.017 0.031 -0.058 -0.627
C 0.228 5.657 1.489 -0.028 0.007 0.031 -0.788
C -0.349 4.472 1.059 0.076 -0.017 0.043 -0.998
C -2.005 1.949 0.637 0.015 -0.079 0.001 0.198
C -2.990 2.187 -0.313 0.103 0.192 0.106 -0.499
C -4.305 2.384 0.088 -0.024 0.104 0.005 -0.658
C -4.639 2.333 1.432 -0.082 0.033 -0.026 -0.589
C -3.665 2.046 2.380 0.070 0.001 0.044 -0.757
C -2.352 1.848 1.983 -0.006 -0.020 -0.058 -0.201
H 0.123 0.271 -4.398 0.010 0.012 -0.018 0.583
H -0.124 2.495 -5.438 0.022 -0.013 -0.006 0.439
H -0.352 4.522 -4.042 0.009 -0.006 -0.010 0.445
H -0.410 4.343 -1.578 -0.038 0.025 0.006 0.544
H 2.376 2.467 1.175 0.051 0.056 0.024 0.183
H 3.399 4.583 1.984 0.001 -0.003 0.016 0.454
H 2.014 6.621 2.177 0.020 -0.003 -0.001 0.400
H -0.374 6.554 1.550 -0.004 -0.004 0.052 0.439
H -1.401 4.445 0.808 -0.011 0.006 -0.003 0.547
H -2.728 2.230 -1.363 -0.014 0.049 -0.008 0.380
H -5.068 2.571 -0.657 -0.014 0.038 0.012 0.387
H -5.662 2.503 1.741 -0.007 -0.009 0.009 0.339
H -3.925 1.976 3.428 -0.024 0.017 -0.001 0.413
H -1.590 1.601 2.713 -0.011 0.076 0.049 0.416
C -2.793 -4.236 -5.210 -0.015 0.034 0.096 -1.497
C -2.750 -3.659 -3.823 0.019 -0.066 -0.040 0.896
C -2.915 -4.467 -2.703 -0.061 0.059 -0.043 -0.817
C -2.911 -3.920 -1.427 0.052 0.091 0.143 -0.747
C -2.730 -2.556 -1.274 0.195 -0.163 0.289 0.833
C -2.548 -1.736 -2.376 0.017 0.077 -0.069 -0.116
C -2.563 -2.288 -3.644 -0.035 0.027 0.122 -0.867
S -2.661 -1.841 0.378 -0.427 0.397 -0.881 0.067
C -4.169 -0.846 0.144 0.169 -0.465 0.377 -0.974
O -1.578 -0.783 0.305 0.040 -0.374 0.152 0.081
H -2.765 -5.324 -5.182 -0.001 -0.005 -0.054 0.375
H -1.956 -3.877 -5.809 -0.003 -0.024 -0.024 0.350
H -3.714 -3.928 -5.709 0.011 -0.046 -0.056 0.325
H -3.051 -5.534 -2.829 -0.012 0.008 0.005 0.356
H -3.037 -4.541 -0.550 0.060 -0.083 0.004 0.405
H -2.384 -0.674 -2.236 0.044 0.018 -0.035 0.100
H -2.438 -1.647 -4.509 0.027 0.003 -0.007 0.480
H -4.014 -0.141 -0.667 0.058 -0.140 0.005 0.238
H -4.375 -0.318 1.074 0.050 0.000 -0.035 0.349
H -4.984 -1.530 -0.089 -0.018 -0.022 0.025 0.525
C 1.300 -4.320 -0.963 -0.027 0.368 0.131 -1.301
S 0.916 -3.294 0.482 0.659 -1.072 0.100 1.008
C 1.992 -4.191 1.647 -0.013 0.432 -0.289 -1.257
O -0.446 -3.681 0.907 -0.677 0.135 0.007 -0.719
H 1.010 -5.347 -0.753 0.013 -0.002 0.110 0.473
H 2.365 -4.240 -1.177 0.013 -0.019 -0.058 0.413
H 0.721 -3.931 -1.799 -0.005 0.062 0.014 0.237
H 3.034 -4.075 1.350 0.047 -0.036 0.022 0.396
H 1.693 -5.236 1.649 -0.033 -0.015 -0.041 0.476
H 1.826 -3.754 2.630 -0.025 0.037 -0.008 0.279
```
Positions in Å, forces in eV/Å.

Summary:
2S+1   4
Total energy   -130067.14302 eV
Net charge   +1
HOMO-LUMO gap (spin up / spin down)   5.6 / 8.2 eV
Max |F|   1.26 eV Å⁻¹